48
Properties=species:S:1:pos:R:3:forces:R:3 method="wB97M-V/def2-TZVPD" e_above_lowest_kcal_mol=0.0 energy_ev=-116114.636 charge=0 e_homo_ev="-6.8 / -7.8" spin_multiplicity=6
Ir -0.346 0.378 -0.314 0.20 0.71 -1.37
S -2.223 0.480 -1.847 0.98 0.18 0.71
C -2.822 -1.141 -1.646 -0.12 -0.32 -0.03
C -4.195 -1.362 -1.791 0.17 0.02 -0.03
C -4.720 -2.631 -1.683 -0.01 -0.14 0.02
C -3.884 -3.713 -1.439 0.00 -0.04 0.06
C -2.524 -3.513 -1.293 -0.08 -0.04 -0.01
C -1.990 -2.237 -1.380 0.03 -0.05 -0.19
S -0.212 -2.042 -1.295 -0.12 0.29 0.45
C 0.204 -2.833 0.312 -0.21 -0.16 -0.45
C 1.037 -1.997 1.248 0.14 -0.07 0.21
C 1.572 -2.592 2.386 0.09 0.19 -0.10
C 2.317 -1.818 3.262 -0.10 0.09 -0.22
C 2.513 -0.476 2.977 0.04 -0.21 -0.30
C 1.950 0.053 1.822 0.21 -0.20 0.33
C 2.133 1.489 1.460 -0.32 0.46 0.05
S 0.509 2.331 1.156 0.18 -0.16 -0.50
C 0.905 3.435 -0.196 0.00 -0.18 0.16
C 0.774 4.793 0.047 0.02 0.11 -0.01
C 0.913 5.707 -0.984 -0.03 -0.01 -0.01
C 1.198 5.256 -2.266 0.02 0.11 0.11
C 1.374 3.908 -2.508 -0.10 -0.06 0.17
C 1.211 2.974 -1.483 0.18 0.09 -0.02
S 1.414 1.285 -1.857 -0.75 -0.67 0.62
N 1.229 -0.707 0.989 -0.26 -0.07 0.04
H -4.840 -0.518 -1.986 -0.02 0.05 -0.01
H -5.782 -2.784 -1.799 -0.08 -0.01 0.00
H -4.288 -4.712 -1.381 -0.04 -0.08 0.04
H -1.868 -4.352 -1.123 0.05 -0.13 0.01
H 0.736 -3.755 0.072 -0.04 0.02 0.14
H -0.746 -3.078 0.790 0.00 0.00 0.02
H 1.404 -3.639 2.580 -0.05 -0.11 0.00
H 2.727 -2.249 4.162 0.02 -0.04 0.06
H 3.080 0.151 3.644 0.02 0.12 0.04
H 2.696 1.578 0.532 0.02 0.01 -0.03
H 2.630 2.033 2.263 0.04 -0.08 -0.06
H 0.551 5.122 1.049 -0.06 0.09 0.12
H 0.785 6.760 -0.788 0.00 0.09 0.00
H 1.281 5.958 -3.082 0.05 0.08 -0.06
H 1.601 3.545 -3.498 0.04 0.00 -0.12
O -3.342 -3.013 6.118 -0.22 -0.34 0.34
C -2.805 -2.323 5.306 0.30 0.32 -0.32
S -1.559 -1.128 5.677 0.13 0.18 -0.04
C -1.329 -0.483 4.044 0.61 0.37 0.71
C -2.083 -1.084 3.052 -0.43 -0.46 -0.42
S -2.147 -0.689 1.415 -0.25 -0.09 -0.13
S -3.149 -2.395 3.568 0.01 0.19 -0.27
S -0.275 0.797 3.832 -0.26 -0.09 0.34